A 2-piece molecular cluster, CH6NO overall, computed with ωB97M-V with the def2-TZVPD basis set.

The HOMO-LUMO gap comes out at 9.33 eV. For the LUMO energy, the calculation gives -4.32 eV. As for the net charge: +1. Its HOMO energy is -13.65 eV. The value obtained for the largest force on an atom is 0.9 eV Å⁻¹.

Last column: Mulliken charge in e.
Geometry (Å):
N (-0.243, -2.119, 0.247)  -0.52
H (0.365, -2.915, 0.469)  0.40
H (-0.904, -2.381, -0.490)  0.38
H (-0.775, -1.980, 1.111)  0.39
H (0.328, -1.303, 0.008)  0.35
O (0.216, 1.517, -0.020)  -0.41
C (0.296, 2.672, -0.343)  -0.03
H (0.905, 3.014, -1.190)  0.22
H (-0.189, 3.494, 0.209)  0.22